Formula: C4H7N3
Source: the Open Molecules 2025 dataset
Level of theory: ωB97M-V/def2-TZVPD

```
! RIJCOSX wB97M-V def2-TZVPD def2/J DEFGRID3
* xyz 0 1
C 0.92 1.51 0.85
C -0.44 1.18 0.25
N -0.75 -0.21 0.33
C -0.38 -1.13 -0.47
N -1.14 -2.25 -0.33
C 0.66 -1.05 -1.49
N 1.52 -0.95 -2.26
H 1.72 1.03 0.27
H 0.98 1.14 1.88
H 1.07 2.59 0.84
H -0.52 1.53 -0.78
H -1.22 1.69 0.83
H -1.66 -1.90 0.49
H -0.75 -3.19 -0.41
*
```

Output
HOMO level: -0.353 hartree
ΔE to the lowest compared entry with this formula, charge and spin: 1.0579 eV
Frontier orbital gap: 0.3687 hartree


Formula: C4H7N3
Source: the Open Molecules 2025 dataset
Level of theory: ωB97M-V/def2-TZVPD

```
! RIJCOSX wB97M-V def2-TZVPD def2/J DEFGRID3
* xyz 0 1
C -1.05 -0.03 -1.55
C -0.55 -0.34 2.03
N 0.46 0.18 1.37
C 0.79 0.05 0.06
N -0.06 -0.74 -0.73
C 1.91 0.78 -0.39
N 2.84 1.37 -0.76
H -0.62 0.48 -2.42
H -1.55 0.72 -0.93
H -1.81 -0.74 -1.89
H -1.25 -0.97 1.49
H -0.64 -0.13 3.09
H 1.09 0.77 1.90
H 0.44 -1.43 -1.27
*
```

Output
HOMO level (spin up / spin down): -0.272 / -0.272 hartree
ΔE to the lowest compared entry with this formula, charge and spin: 2.2812 eV
Frontier orbital gap (spin up / spin down): 0.2920 / 0.2920 hartree


Formula: C4H7N3
Source: the Open Molecules 2025 dataset
Level of theory: ωB97M-V/def2-TZVPD

```
! RIJCOSX wB97M-V def2-TZVPD def2/J DEFGRID3
* xyz 0 1
C 1.11 -1.53 0.44
C 0.55 -0.26 1.07
N -0.71 0.15 0.47
C -0.86 0.91 -0.59
N -2.09 1.38 -0.56
C 0.16 1.19 -1.58
N 0.99 1.38 -2.37
H 1.34 -1.38 -0.62
H 0.38 -2.35 0.51
H 2.03 -1.85 0.95
H 1.29 0.55 1.01
H 0.35 -0.42 2.14
H -1.99 0.57 0.53
H -2.58 1.66 -1.41
*
```

Output
HOMO level: -0.340 hartree
ΔE to the lowest compared entry with this formula, charge and spin: 2.5195 eV
Frontier orbital gap: 0.3500 hartree


Formula: C4H7N3
Source: the Open Molecules 2025 dataset
Level of theory: ωB97M-V/def2-TZVPD

```
! RIJCOSX wB97M-V def2-TZVPD def2/J DEFGRID3
* xyz 0 1
N 2.42 -0.43 0.38
C 1.06 -0.33 0.23
C 0.03 -1.15 -0.02
C -0.94 0.03 -0.08
N -2.27 0.19 0.40
N -0.46 0.97 -1.12
C 0.20 0.92 0.22
H 2.95 0.39 0.12
H 2.84 -1.28 0.03
H -0.04 -2.18 -0.38
H -2.93 -0.20 -0.27
H -2.38 -0.34 1.26
H -1.10 1.77 -1.09
H 0.21 1.78 0.88
*
```

Output
HOMO level: -0.287 hartree
ΔE to the lowest compared entry with this formula, charge and spin: 2.8066 eV
Frontier orbital gap: 0.3274 hartree


Formula: C4H7N3
Source: the Open Molecules 2025 dataset
Level of theory: ωB97M-V/def2-TZVPD

```
! RIJCOSX wB97M-V def2-TZVPD def2/J DEFGRID3
* xyz 0 1
C 1.25 1.54 0.08
C -0.06 1.05 0.67
C -0.36 -0.37 0.14
C -1.33 -0.10 -0.73
N -0.86 -2.61 -0.80
N 0.20 -2.53 -0.16
N 0.46 -1.35 0.46
H 1.62 2.41 0.62
H 1.99 0.74 0.14
H 1.12 1.81 -0.98
H -0.02 0.88 1.75
H -0.85 1.79 0.50
H -2.32 0.27 -0.44
H -0.84 -3.54 -1.25
*
```

Output
HOMO level: -0.336 hartree
ΔE to the lowest compared entry with this formula, charge and spin: 5.4680 eV
Frontier orbital gap: 0.3158 hartree


Formula: C4H7N3
Source: the Open Molecules 2025 dataset
Level of theory: ωB97M-V/def2-TZVPD

```
! RIJCOSX wB97M-V def2-TZVPD def2/J DEFGRID3
* xyz 0 1
C 0.18 0.03 1.30
C 0.14 1.69 -0.65
C 0.00 0.25 -0.16
N -1.40 -1.53 -0.43
N -0.78 -0.50 -0.99
C 1.47 -0.71 0.20
N 2.40 -1.36 0.01
H -1.77 -2.18 -1.10
H -1.01 -1.92 0.43
H -0.45 -0.67 1.83
H 0.74 0.78 1.83
H 0.04 1.73 -1.73
H -0.65 2.29 -0.19
H 1.09 2.11 -0.35
*
```

Output
HOMO level (spin up / spin down): -0.283 / -0.283 hartree
ΔE to the lowest compared entry with this formula, charge and spin: 4.7339 eV
Frontier orbital gap (spin up / spin down): 0.2762 / 0.2764 hartree


Formula: C4H7N3
Source: the Open Molecules 2025 dataset
Level of theory: ωB97M-V/def2-TZVPD

```
! RIJCOSX wB97M-V def2-TZVPD def2/J DEFGRID3
* xyz 0 1
C -1.35 -2.15 -0.73
C -1.76 -1.13 -1.60
C -0.07 -1.82 -0.36
C 1.12 2.00 1.39
N -0.83 -0.24 -1.79
N 0.25 -0.67 -1.00
N 1.33 0.04 -0.77
H -2.00 -2.86 -0.27
H -2.69 -0.89 -2.04
H 0.48 -2.25 0.36
H 2.04 1.57 1.90
H 1.09 3.07 1.19
H 0.14 1.57 1.32
H 1.35 0.70 -1.55
*
```

Output
HOMO level (spin up / spin down): -0.317 / -0.310 hartree
ΔE to the lowest compared entry with this formula, charge and spin: 5.0272 eV
Frontier orbital gap (spin up / spin down): 0.2904 / 0.3245 hartree


Formula: C4H7N3
Source: the Open Molecules 2025 dataset
Level of theory: ωB97M-V/def2-TZVPD

```
! RIJCOSX wB97M-V def2-TZVPD def2/J DEFGRID3
* xyz 0 1
C -0.14 -1.92 0.26
C -0.19 -0.87 -0.85
N 0.61 0.29 -0.52
C 0.21 1.36 0.14
N 1.09 2.31 -0.10
C -1.00 1.46 0.93
N -1.97 1.50 1.56
H -0.58 -1.53 1.18
H 0.89 -2.21 0.47
H -0.70 -2.82 -0.02
H -1.23 -0.59 -1.05
H 0.22 -1.29 -1.78
H 1.56 1.22 -0.77
H 1.24 3.08 0.55
*
```

Output
HOMO level: -0.339 hartree
ΔE to the lowest compared entry with this formula, charge and spin: 2.5177 eV
Frontier orbital gap: 0.3498 hartree


Formula: C4H7N3
Source: the Open Molecules 2025 dataset
Level of theory: ωB97M-V/def2-TZVPD

```
! RIJCOSX wB97M-V def2-TZVPD def2/J DEFGRID3
* xyz 0 1
C -1.80 -0.21 0.39
C 1.47 0.90 -0.25
C 1.59 -0.44 -1.11
C 0.33 -0.90 -0.87
H -3.21 0.30 1.52
H -2.25 -1.54 0.39
H 0.57 0.66 1.41
H 2.33 0.49 0.31
H 1.52 1.84 -0.79
H 2.52 -0.77 -1.55
H -0.25 -1.86 -1.02
N -2.35 0.56 1.32
N -0.60 0.04 -0.18
N 0.14 0.92 0.45
*
```

Output
HOMO level: -0.294 hartree
ΔE to the lowest compared entry with this formula, charge and spin: 5.6264 eV
Frontier orbital gap: 0.3256 hartree


Formula: C4H7N3
Source: the Open Molecules 2025 dataset
Level of theory: ωB97M-V/def2-TZVPD

```
! RIJCOSX wB97M-V def2-TZVPD def2/J DEFGRID3
* xyz 0 1
H 1.88 -0.09 2.09
N 0.99 -0.37 1.71
C 0.69 -0.14 0.47
C 1.43 0.45 -0.78
C 0.16 0.75 -1.67
N -0.91 0.34 -1.17
N -0.61 -0.28 0.05
C -1.72 -0.65 1.01
H 2.20 -0.20 -1.20
H 1.99 1.23 -0.37
H 0.23 1.13 -2.70
H -2.39 0.19 1.32
H -1.13 -1.02 1.88
H -2.44 -1.53 0.60
*
```

Output
HOMO level: -0.310 hartree
ΔE to the lowest compared entry with this formula, charge and spin: 1.8319 eV
Frontier orbital gap: 0.3476 hartree


Formula: C4H7N3
Source: the Open Molecules 2025 dataset
Level of theory: ωB97M-V/def2-TZVPD

```
! RIJCOSX wB97M-V def2-TZVPD def2/J DEFGRID3
* xyz 0 1
N 2.35 -0.01 0.14
N 0.98 -0.08 -0.17
C 0.26 1.00 -0.20
C -1.09 1.15 -0.04
C -1.97 -0.10 0.05
N -1.21 -1.38 -0.14
C 0.15 -1.33 -0.15
H 2.73 0.00 -0.98
H 2.62 -0.91 0.88
H 0.93 1.91 -0.30
H -1.50 2.29 0.40
H -2.30 -0.10 1.04
H -2.70 -0.21 -0.74
H 0.74 -2.21 0.24
*
```

Output
HOMO level: -0.276 hartree
ΔE to the lowest compared entry with this formula, charge and spin: 5.1060 eV
Frontier orbital gap: 0.2956 hartree


Formula: C4H7N3
Source: the Open Molecules 2025 dataset
Level of theory: ωB97M-V/def2-TZVPD

```
! RIJCOSX wB97M-V def2-TZVPD def2/J DEFGRID3
* xyz 0 1
C 2.59 0.32 0.06
N 1.62 -0.51 -0.16
N 0.33 -0.15 0.13
C -0.20 1.14 -0.08
N -1.47 1.22 -0.12
C -1.97 -0.14 0.08
C -0.79 -1.10 -0.09
H 2.45 1.35 0.41
H 3.62 -0.05 -0.10
H 0.49 1.97 -0.26
H -2.76 -0.41 -0.64
H -2.41 -0.24 1.11
H -0.73 -1.60 -1.06
H -0.78 -1.80 0.72
*
```

Output
HOMO level: -0.314 hartree
ΔE to the lowest compared entry with this formula, charge and spin: 1.8963 eV
Frontier orbital gap: 0.3510 hartree


Please write out number 10 again, unchanged.
Formula: C4H7N3
Source: the Open Molecules 2025 dataset
Level of theory: ωB97M-V/def2-TZVPD

```
! RIJCOSX wB97M-V def2-TZVPD def2/J DEFGRID3
* xyz 0 1
H 1.88 -0.09 2.09
N 0.99 -0.37 1.71
C 0.69 -0.14 0.47
C 1.43 0.45 -0.78
C 0.16 0.75 -1.67
N -0.91 0.34 -1.17
N -0.61 -0.28 0.05
C -1.72 -0.65 1.01
H 2.20 -0.20 -1.20
H 1.99 1.23 -0.37
H 0.23 1.13 -2.70
H -2.39 0.19 1.32
H -1.13 -1.02 1.88
H -2.44 -1.53 0.60
*
```

Output
HOMO level: -0.310 hartree
ΔE to the lowest compared entry with this formula, charge and spin: 1.8319 eV
Frontier orbital gap: 0.3476 hartree


Which of these has the highest ΔE to the lowest compared entry with this formula, charge and spin?
number 9


Number 7 is which compound?
C4H7N3


Copy entry 11 word for word.
Formula: C4H7N3
Source: the Open Molecules 2025 dataset
Level of theory: ωB97M-V/def2-TZVPD

```
! RIJCOSX wB97M-V def2-TZVPD def2/J DEFGRID3
* xyz 0 1
N 2.35 -0.01 0.14
N 0.98 -0.08 -0.17
C 0.26 1.00 -0.20
C -1.09 1.15 -0.04
C -1.97 -0.10 0.05
N -1.21 -1.38 -0.14
C 0.15 -1.33 -0.15
H 2.73 0.00 -0.98
H 2.62 -0.91 0.88
H 0.93 1.91 -0.30
H -1.50 2.29 0.40
H -2.30 -0.10 1.04
H -2.70 -0.21 -0.74
H 0.74 -2.21 0.24
*
```

Output
HOMO level: -0.276 hartree
ΔE to the lowest compared entry with this formula, charge and spin: 5.1060 eV
Frontier orbital gap: 0.2956 hartree